(1)
The following is a DFT calculation (ωB97M-V/def2-TZVPD) of a 2-piece molecular cluster, C3H3ClO2 overall.

The calculation puts the orbital gap at 9.071 eV. Its SMILES is OC#CCl.C=O.

Last column: natural (NBO) charge in e.
Positions of all 9 atoms, in Å:
O1 -1.41 1.20 -0.29  -0.67
C1 -1.25 0.62 0.84  0.31
C2 -0.84 0.17 1.86  -0.30
Cl1 -0.53 -0.40 3.33  0.11
H1 -1.01 0.64 -1.06  0.53
C3 1.32 -0.52 -1.14  0.28
O2 0.31 -0.50 -1.82  -0.54
H2 1.24 -0.34 -0.03  0.15
H3 2.17 -0.87 -1.68  0.14

(2)
The following is a DFT calculation (ωB97M-V/def2-TZVPD) of C3H3ClO2 in the gas phase.

The calculation puts the orbital gap at 10.382 eV. Its SMILES is C=C(Cl)C(=O)O.

Last column: natural (NBO) charge in e.
Positions of all 9 atoms, in Å:
C1 -0.27 -0.90 0.90  -0.37
C2 0.47 0.08 0.45  -0.15
Cl1 1.62 0.88 1.50  0.03
C3 0.35 0.65 -0.91  0.72
O1 1.27 1.29 -1.43  -0.53
O2 -0.76 0.40 -1.55  -0.66
H1 -0.23 -1.43 1.89  0.24
H2 -0.88 -1.39 0.12  0.21
H3 -1.58 0.41 -0.98  0.50

Tell me which of them is the most stable. Sure, it is (2).

(1)
The following is a DFT calculation (ωB97M-V/def2-TZVPD) of C3H3ClO2 as an isolated structure.

The calculation puts the orbital gap at 11.533 eV.

Last column: natural (NBO) charge in e.
Positions of all 9 atoms, in Å:
C1 0.59 -0.21 0.35  -0.37
C2 -0.23 0.97 -0.21  -0.08
C3 -0.58 -1.02 -0.06  0.76
H1 0.65 -0.12 1.44  0.25
H2 -0.39 1.84 0.44  0.20
H3 0.08 1.29 -1.22  0.20
O1 -1.42 0.05 -0.31  -0.48
O2 -0.88 -2.15 -0.17  -0.50
Cl1 2.17 -0.65 -0.26  0.01

(2)
The following is a DFT calculation (ωB97M-V/def2-TZVPD) of C3H3ClO2 in the gas phase.

The calculation puts the orbital gap at 9.931 eV. Its SMILES is CC(=O)C(=O)Cl.

Last column: natural (NBO) charge in e.
Positions of all 9 atoms, in Å:
C1 0.88 0.80 -0.22  -0.74
C2 -0.41 0.30 0.30  0.49
O1 -1.04 1.05 0.99  -0.48
C3 -0.82 -1.14 -0.19  0.48
O2 -0.79 -1.49 -1.30  -0.46
Cl1 -1.47 -2.16 1.14  -0.07
H1 0.84 1.95 -0.01  0.27
H2 1.01 0.26 -1.17  0.25
H3 1.78 0.43 0.46  0.25

Tell me which of them is the most stable. Sure, it is (1).

(1)
The following is a DFT calculation (ωB97M-V/def2-TZVPD) of a 2-piece molecular cluster, C3H8O3 overall.

The calculation puts the orbital gap at 11.462 eV. Its SMILES is O=CO.CCO.

Last column: natural (NBO) charge in e.
Positions of all 14 atoms, in Å:
O1 -0.18 2.89 0.79  -0.59
C1 -0.74 3.14 -0.25  0.65
O2 -1.39 2.24 -1.02  -0.68
H1 -0.80 4.14 -0.72  0.12
H2 -1.30 1.36 -0.55  0.50
C2 1.21 -1.42 -0.37  -0.64
C3 0.09 -1.99 0.48  -0.06
O3 -0.92 -1.03 0.77  -0.73
H3 0.80 -1.01 -1.31  0.21
H4 1.94 -2.20 -0.62  0.22
H5 1.73 -0.61 0.16  0.20
H6 -0.43 -2.80 -0.06  0.18
H7 0.50 -2.42 1.42  0.16
H8 -0.50 -0.29 1.27  0.47

(2)
The following is a DFT calculation (ωB97M-V/def2-TZVPD) of a 2-piece molecular cluster, C3H8O3 overall.

The calculation puts the orbital gap at 11.545 eV. Its SMILES is CCC(=O)O.O.

Last column: natural (NBO) charge in e.
Positions of all 14 atoms, in Å:
C1 0.13 -1.88 -0.48  -0.61
C2 -0.56 -0.52 -0.31  -0.51
C3 0.48 0.56 -0.52  0.81
O1 1.22 0.96 0.34  -0.63
O2 0.57 0.97 -1.79  -0.67
H1 1.11 -1.85 -0.97  0.22
H2 0.39 -2.38 0.45  0.22
H3 -0.49 -2.56 -1.06  0.22
H4 -1.01 -0.43 0.67  0.23
H5 -1.36 -0.37 -1.03  0.23
H6 1.35 1.53 -1.78  0.49
O3 -0.73 2.34 2.17  -0.97
H7 -1.20 1.59 2.56  0.47
H8 0.11 2.04 1.77  0.49

Tell me which of them is the most stable. Sure, it is (2).